Entry from OMol25: C49H65AsBBeN4P2 as an isolated structure (ωB97M-V/def2-TZVPD).

E = -5083.24547 Eh
Lowest unoccupied orbital energy = -1.98 eV
Energy relative to the best compared isomer or geometry (same formula, charge and spin) = 9.8 kcal per mole
HOMO level = -9.822 eV

ORCA input file:
```
! RIJCOSX wB97M-V def2-TZVPD def2/J DEFGRID3
* xyz 1 1
H 1.6391 5.4118 1.9106
C -3.4453 1.8680 -3.1437
C -1.2220 1.1417 -2.7730
H 0.3534 -4.1396 -3.8938
H -4.4870 1.3693 -0.1854
H -2.5439 1.7412 3.6192
C -5.0670 3.0402 1.0089
H 2.3745 -4.0532 -3.9734
H 2.8428 1.9315 -2.0654
H -5.4893 4.5983 2.4226
C -3.2476 2.0987 2.8773
H -5.9771 -3.9396 -1.0633
C -3.4016 1.4187 1.6734
H 0.7325 3.3956 3.1607
H -1.3119 -3.3874 0.0227
H -0.9484 -5.7024 -1.3091
N 2.5363 0.7764 1.3460
C -4.8732 -2.1227 -1.3528
C -0.1120 -1.5030 4.5002
H 1.7416 -0.0825 -2.9297
H 0.4834 -2.7996 0.7622
H 4.1942 2.4645 -1.0674
H 2.8344 5.8351 -0.1792
C 1.5839 4.4777 -2.1253
C -3.5555 -1.3669 0.5288
N -0.0038 0.8432 -2.1573
C -0.0489 3.2237 2.4224
H -0.9828 3.6117 2.8313
H -0.6883 -2.7441 -3.5930
C 3.1497 -3.4622 -3.4909
C -1.0765 -1.6914 5.4760
C -1.8145 -0.7637 2.9568
H -0.7930 -2.0525 6.4551
H 0.2803 -0.8777 2.4873
H -3.8759 3.7476 4.0920
H 2.1908 4.9529 -2.8983
C 4.7304 -2.0762 3.3447
H 3.6630 2.5363 1.1417
C 3.3803 -0.0357 2.0883
C -4.8435 -3.4002 0.6745
H 0.6804 -5.8119 -1.9593
C -3.9981 3.2369 3.1449
H -1.2301 -2.0216 -1.0982
C 0.7523 0.3032 -3.0918
H -1.3283 -4.3828 -3.4448
C -5.3001 -3.2214 -0.6216
H 0.9317 5.2419 -1.7032
H 4.6292 1.3185 3.2049
H -2.4782 1.9945 -1.2320
H -0.9545 4.3608 -0.7096
C 3.0132 -3.4423 -1.9639
C 3.7187 -2.4033 2.4497
H 4.1113 -3.9000 -3.7670
H -2.2174 -3.4300 -1.4805
H 2.0994 -3.4559 0.6806
C 5.0616 -0.7517 3.6089
Be 0.6153 0.9870 -0.6009
C -2.4093 -1.4082 5.2006
H 3.8315 -1.4292 -1.6105
C -2.7776 -0.9428 3.9495
H 3.9102 4.5853 0.4517
H -3.1615 -1.5455 5.9659
H 5.0351 -2.6916 -1.9009
H 5.2654 -2.8688 3.8486
H -4.3681 2.3009 -2.7838
C 3.3912 4.9385 -0.4392
H 0.4273 -5.2995 -0.2870
H -4.2071 1.6189 -5.1380
H -3.6334 -0.3872 -1.3901
P 1.3697 -2.6379 -1.5135
N 0.1318 0.2453 -4.2764
C 1.4778 -2.6245 0.3462
C 0.2334 3.9460 1.0973
C -1.0735 3.9619 0.2981
C -2.2039 0.9134 -4.9988
P 1.4542 2.9078 0.1305
H -0.1740 2.1425 2.2973
H 4.3774 -5.0397 -1.5040
C 3.4030 2.8087 -1.7341
H 4.2237 -2.5873 -0.3431
C -1.2735 -3.1148 -1.0310
C 3.0483 -1.3713 1.8093
C 0.6785 5.3762 1.3955
H 4.1558 5.2252 -1.1645
C 2.6413 2.2153 1.3713
C 3.3058 -4.8427 -1.4220
H 3.1161 -2.4510 -3.9033
H 0.9293 -1.7081 4.7117
H -1.8154 4.5669 0.8233
C 4.3838 0.2881 2.9852
C -0.0996 -3.7825 -1.7716
C -4.9032 3.7148 2.2107
H -2.1316 0.6096 -6.0331
H -1.4815 2.9522 0.2288
B 1.6316 -0.0370 0.5539
C -0.4496 -3.7589 -3.2668
C -0.4818 -1.0384 3.2436
H 0.9575 3.7215 -2.6046
C -2.3910 1.7055 -2.2691
H 0.7422 5.9859 0.4950
N 2.0213 -1.3868 0.8714
H -0.0624 5.8394 2.0505
H -5.7872 3.3930 0.2829
C 4.0799 -2.4764 -1.4172
C -3.3551 1.4765 -4.4888
H 3.8766 3.2541 -2.6105
H 5.8504 -0.5279 4.3132
H -5.1619 -4.2608 1.2474
C -1.1446 0.7604 -4.1126
H 3.0390 -4.9579 -0.3720
H 2.4054 2.6116 2.3615
H 2.7893 -5.6161 -1.9874
H 3.4685 -3.4402 2.2698
H 0.5195 -0.1582 -5.1127
H -3.6198 -2.6507 2.2546
C 0.0366 -5.2291 -1.3031
C -4.3203 1.9019 0.7438
C -3.9958 -1.2123 -0.7845
As -2.2366 -0.0837 1.1884
C -3.9749 -2.4808 1.2479
H -5.2092 -1.9822 -2.3720
C 2.5024 3.8611 -1.0666
H -3.8156 -0.7038 3.7494
*
```


Entry from OMol25: C49H72CrF3O29S as an isolated structure (ωB97M-V/def2-TZVPD).

E = -5834.55899 Eh
Lowest unoccupied orbital energy (spin up / spin down) = -1.47 / -0.23 eV
HOMO level (spin up / spin down) = -9.560 / -9.893 eV

ORCA input file:
```
! RIJCOSX wB97M-V def2-TZVPD def2/J DEFGRID3
* xyz 0 4
C 0.9362 3.3161 -4.0556
H -6.5643 -2.8676 2.9515
O 0.1397 2.0930 6.1811
F 1.8330 0.2925 -0.6594
O -2.3235 3.2063 -3.2319
C 6.9602 3.0614 0.4196
C 3.2845 1.5504 4.3782
H -7.1310 3.1411 -0.4335
H 1.2438 -7.4642 0.7911
H -1.6923 -2.7190 -2.9211
H 1.2305 1.2656 3.6405
H 3.4745 -4.1873 -1.7784
H 3.9897 0.8116 4.7588
O -1.6385 -4.3375 1.2407
H -5.4746 0.0250 -1.5573
C -4.3823 -2.6591 2.5442
C -1.1400 5.4720 0.2476
C 5.4501 3.3879 0.2707
H 0.8871 4.5464 2.5777
C 1.1372 -4.0543 5.3431
H -0.2022 -5.0880 -1.1282
O 2.2331 3.0071 5.8881
H 0.6254 -7.2635 -1.1691
C 1.0290 0.0664 0.3862
H -0.2509 3.5543 0.5837
O -1.0230 5.1629 2.4983
H 3.4607 1.6372 -6.6837
O -0.0231 -3.6820 -5.4020
C -0.2964 1.9505 -2.5307
C -5.7069 2.6429 0.9493
C -1.0464 -5.2996 0.7351
H 6.3055 0.9862 -3.9851
O -4.1900 -1.6589 -3.3553
O -4.4014 3.1756 1.0042
O -0.4267 3.7408 -4.1657
H 1.9034 1.8933 -2.6787
H -1.9804 -5.5713 -1.1354
C 5.2163 0.9806 -4.0288
C -3.8066 -0.3784 -2.8220
C -3.9974 3.4518 -0.4014
C 5.9640 1.1068 -0.3182
C -5.8338 -2.8485 2.1427
C -0.2424 -2.3457 -5.9804
C 4.6086 0.5344 -5.3377
H 3.6150 3.7731 4.6405
H 1.2041 3.3227 -1.9313
H 5.2118 4.0196 1.1264
H 0.6570 -1.7509 -5.8209
H -0.7766 6.4410 -0.0947
C -1.8947 5.4781 1.5986
H 1.6573 4.1299 -3.9786
C 3.1205 -4.3015 0.3819
C -3.5626 0.7901 4.6408
H 1.3686 -5.1121 5.2182
O 4.2892 2.8173 -5.1016
C -2.1612 2.5110 3.7462
H 2.2309 -3.0005 -1.1930
H 3.7003 -0.0087 -5.0765
H -2.6800 2.9260 2.8821
O 4.9878 -1.9564 -1.4940
C 1.0689 2.5928 -2.7294
C 4.3804 1.8061 -6.1235
H 2.2553 -4.9284 0.5977
H -6.2009 -1.9856 1.5869
C -4.6757 -2.5086 -2.4693
C -4.5936 -1.8973 -1.1030
H 1.7408 0.1715 4.9471
H 2.5108 -2.8298 1.7754
H 1.2344 2.7790 -4.9559
C 0.1776 -7.2487 0.7203
H -4.2178 0.5196 -3.2828
C -6.2324 2.5293 -0.5123
O -0.0898 -4.8309 -3.5104
F 0.4294 1.1951 0.6000
C 0.2405 5.1721 1.9625
C -0.9830 -5.7344 -0.7272
O -1.5510 1.2447 3.4518
C 3.4131 2.8892 5.2455
C 0.0226 4.6089 0.5519
O -3.5468 -2.4294 1.6760
C -1.2890 -1.8152 -4.9703
O 0.2917 -2.3070 -0.5508
H -3.7394 0.3811 5.6356
H -5.6441 4.2724 -1.6176
O 7.1310 1.9046 -0.2072
H -2.2444 -2.0924 -5.4159
O -1.0241 -1.6341 1.3090
C -4.4854 -0.4302 -1.5086
H -6.4500 1.4950 -0.7789
H 1.9694 -3.3913 5.1066
C 3.4316 -3.3104 1.4450
O -1.1334 -3.8671 4.4508
H 3.9347 -3.8705 2.2333
H -5.5008 -2.0634 -0.5221
H -3.9332 3.0709 4.7895
H 5.2790 -0.1463 -5.8623
H 5.1491 1.9573 -6.8814
C -0.3561 -3.8348 -4.1364
H 4.8241 0.3570 -3.2255
H -3.7054 -2.2546 -0.5818
H -6.1775 -3.5692 1.4007
C -1.1457 2.9793 -3.3103
O 4.9180 3.1664 -2.9637
F 1.7057 -0.3710 1.4667
H 0.9423 4.7308 -0.0204
O -0.2599 -6.1383 1.4475
H 0.9704 -3.8258 6.3958
H 4.0246 2.7663 6.1394
H -1.7839 4.9913 -0.4889
H -4.9147 2.7670 -2.2175
O 4.3067 -2.3963 0.7568
O -3.0896 5.6779 1.8918
C -5.1875 3.3274 -1.3232
H -4.1692 0.3226 -0.7865
O 7.7521 3.7744 1.0383
C 4.8087 1.9704 0.2113
H -0.2325 -8.1296 1.2143
H -0.5679 -2.3043 -7.0199
H 0.7029 6.1587 1.9289
C 1.8239 1.1837 4.5511
H -2.7304 -0.3231 -2.6577
C 4.2373 -2.5423 -0.6379
C 3.1311 -3.5658 -0.9514
H 4.6855 1.5638 1.2151
O -1.9055 -0.9025 3.8220
H -0.0032 -1.9359 -3.2125
O -5.3288 -3.4692 -2.7924
Cr -1.8341 -2.8027 2.8156
H -1.3934 3.2260 4.0418
H -3.4836 4.4092 -0.4890
H -3.2935 2.6867 -0.7288
O -1.3437 -0.5088 -0.9018
H 3.7160 1.6048 3.3787
H 6.0890 0.1045 0.0916
C -0.8567 -2.5013 -3.5864
H -0.4080 0.9324 -2.9035
S -0.3810 -1.1669 0.0203
H -4.3418 0.8420 3.8803
O -6.1833 2.2217 1.9804
C 1.2490 2.1267 5.6013
H 5.1659 3.9860 -0.5951
H -1.4289 -0.7344 -4.9886
H -2.5488 2.4547 5.7344
H 5.7949 0.8704 -1.3687
H 3.9749 -4.9708 0.4827
H 3.9165 1.9540 -0.4147
O 0.2752 -2.9730 3.3716
C 4.7784 2.3765 -3.9084
C -2.2783 0.2318 3.9842
C 0.0441 -3.6550 4.3248
H -0.8762 -8.0218 -0.8993
H -0.5420 1.7938 -1.4803
C -3.1523 2.3120 4.8380
O -3.8249 -2.8605 3.5850
C -0.3407 -7.0950 -0.6935
*
```


Entry from OMol25: a 8-piece molecular cluster, C49H88ClF8N2O21PS7 overall (ωB97M-V/def2-TZVPD).

E = -7997.12679 Eh
Lowest unoccupied orbital energy = -0.69 eV
SMILES = CCCCCCCN[C@@H](C(F)(F)C(F)F)[C@](O[C@@](CCC(=O)O)(C[C@H](C)Cl)OC#N)(C(F)(F)C(F)F)P(=O)(O)O.O=S1(=O)CCCC1.O=S1(=O)CCCC1.O=S1(=O)CCCC1.O=S1(=O)CCCC1.O=S1(=O)CCCC1.O=S1(=O)CCCC1.O=S1(=O)CCCC1
HOMO level = -9.530 eV

ORCA input file:
```
! RIJCOSX wB97M-V def2-TZVPD def2/J DEFGRID3
* xyz 0 1
H -3.3034 -1.7244 -2.9174
C -6.8102 5.3968 -6.7934
H 3.9398 4.9985 -3.9206
O -0.8098 2.3474 -7.6471
F -5.6218 1.5795 0.4179
H 7.2416 2.7794 -4.0036
C 3.3088 -2.4316 -5.7594
H 3.1606 -3.2061 -5.0021
S 1.2612 -6.9986 3.5603
O 4.3127 -5.3139 -6.9980
O 4.2124 1.4941 8.6034
S 0.5467 2.7401 -7.3677
H 7.7698 3.8746 -5.3068
C -1.6210 -4.5396 5.1369
C 1.4881 2.7206 -8.8882
F -1.0338 3.0872 2.7381
H -1.1072 -4.3176 7.2235
O -3.6253 0.6236 -1.3299
Cl -5.6707 -1.4553 -0.3326
C -3.9423 -2.3664 -2.3036
H -6.4749 5.9965 -7.6501
C -1.1806 -5.6473 12.0599
H -2.2105 -5.4802 11.7354
C -0.8466 0.4013 -3.0464
C -0.9431 0.6716 2.6215
H 1.6068 3.7355 -9.2622
C 4.3635 3.6096 -5.5379
H 0.6962 0.6086 -6.3122
C 2.2348 0.6059 5.7728
H -3.6817 -2.9979 6.2505
H 3.4506 -1.0572 6.4959
H -1.2260 -5.9207 9.2808
F -3.5728 2.4887 3.1429
F -0.2028 0.8016 3.7658
C 6.9122 3.4937 -4.7567
C -4.0540 5.2385 -2.0739
H 4.1436 -5.9473 4.2260
C 5.6085 -3.1052 -6.3673
N -3.8136 1.1416 -3.6534
O 5.6077 1.2920 -5.3986
H 2.1878 -7.7776 1.5039
H -4.4428 5.4467 0.0265
C -2.6859 -2.9476 6.6990
H 5.1170 -1.7324 -4.7494
O -1.3102 3.6462 -1.9035
H -3.2361 5.8137 -2.5322
H -0.8075 1.4916 -2.9803
C 3.3090 -6.0362 2.2378
H -0.4240 -0.1124 2.0618
C -2.8480 -1.2788 -0.1447
H -0.6630 3.8240 -2.6060
N -3.6928 3.5126 -0.3627
C 4.7732 -1.9746 -5.7543
H 1.8965 1.7639 -5.6853
C -2.9674 3.0594 0.8274
H -2.3085 -1.0679 5.6259
H 4.2931 -6.1717 1.7901
H 3.4310 2.7635 -7.9518
O 5.6369 0.3206 6.8899
H 2.4400 -0.2998 7.7527
H -0.8813 -1.7682 6.4428
O 6.2396 2.8863 -7.2479
O 0.6785 2.3332 -1.0592
C -5.2548 6.0322 -4.8292
C 2.4349 0.8758 -7.6044
H -2.6540 -5.1157 6.9648
H 1.3866 -4.6850 4.0659
H -2.6714 5.4113 -0.4487
H 2.7242 -5.3890 1.5793
H 3.3104 0.4545 -7.1082
C -0.3674 -4.3593 11.8832
H -1.4602 -1.4230 -2.0996
O -0.2925 -3.4557 9.3939
C 0.5117 -0.1502 -3.5370
H -3.0665 -1.1117 0.9184
O -0.1964 4.4014 0.1624
H -6.8667 7.2756 -5.6817
S 0.3449 -4.4397 10.2381
H 2.6275 -1.6115 -5.5388
O 0.0404 -2.7182 4.1624
H 1.9883 0.0840 -8.2111
H -0.4014 -0.4802 -1.1349
F -4.7188 0.3918 2.0839
O -2.3790 -2.6790 3.4327
O 0.8558 3.9561 -6.6494
F -4.7740 3.8309 2.0289
C -1.2849 -0.3892 -1.7942
F -2.1388 0.2425 2.9978
H 2.6842 2.2155 4.3643
C -6.6513 6.2167 -5.4866
C -0.5357 -6.7227 11.1772
H 3.4786 2.9840 -5.5918
H -3.6459 -3.4121 -2.4549
H 0.9371 2.1169 -9.6095
H -5.1686 4.9594 -4.6091
H 4.9474 2.6668 5.6959
H -0.9918 -3.4718 11.9593
H 2.0957 -5.6803 5.3659
O -1.8446 0.7651 0.3058
C 2.0209 -5.5432 4.2886
H 1.7420 -0.1043 5.1097
H 0.4510 -4.3000 12.5989
C -2.0055 -4.3166 6.6036
S 4.4065 0.9637 7.2783
C -0.8786 2.0586 1.9306
H -2.5326 4.0114 1.1833
C -1.8039 -1.9910 5.9053
C -2.4143 0.1151 -0.8225
S -1.3690 -2.9103 4.4365
H -7.3842 5.8485 -4.7500
H -6.1920 5.4189 -2.3944
H -1.9825 -1.9576 -0.1257
H 5.9416 -3.8140 -5.6104
C -3.6686 4.9620 -0.5763
C 3.0594 -3.0075 -7.1491
C -4.0082 -2.0416 -0.7890
C -5.0927 1.6079 1.6382
H 3.4309 2.9966 6.5799
C -5.3401 6.0951 -2.2417
H -2.7975 -2.6220 7.7327
H -4.9567 -2.2834 -2.7115
C -1.7355 2.1422 0.5838
H 0.4143 -7.0387 11.6148
C 1.4112 1.3800 -6.5814
C -5.1869 6.9232 -3.5489
H -6.2399 4.4634 -6.7339
H -3.9948 -3.0237 -0.3015
H -5.9733 7.6836 -3.6433
H -3.4766 2.9963 -1.2006
H 2.1764 -3.6411 -7.2021
H -0.7046 -5.1181 5.0439
O 0.5570 -0.7864 -4.5032
H -5.9256 1.8782 2.3057
C 3.0364 -0.1186 6.8610
H 3.0004 -2.2174 -7.8983
H 4.4649 3.3972 -3.3930
C 6.0821 4.6243 -4.1378
H 0.4286 -6.5914 9.2073
C 3.4000 -5.4087 3.6338
H 3.2437 -8.1009 2.9082
H -1.1713 -7.6023 11.0808
H 6.1881 5.5302 -4.7390
O 4.9397 -3.7301 -8.8536
H 3.3655 1.7378 -9.3846
H 4.3076 4.4043 -6.2823
C 3.2082 1.5116 5.0110
S 4.5204 -3.9774 -7.4972
C -3.7915 0.9009 -2.5732
H -1.5191 0.1655 -3.8765
C 2.5934 -7.3699 2.4275
H 6.4272 4.8581 -3.1311
H -2.4220 -5.0247 4.5819
C 2.8084 2.0593 -8.5057
O 1.6875 0.1267 -2.8976
H -1.2129 -5.9498 13.1061
H -5.4840 6.8137 -1.4270
H -4.1372 4.3151 -2.6613
H 1.6552 -0.0844 -1.9540
H 6.4647 -2.7237 -6.9192
C 4.6170 4.1754 -4.1456
H 3.7116 -4.3655 3.5888
F 0.4779 2.1140 1.6423
O 0.1110 -6.5825 2.7949
H 3.8661 0.9027 4.3851
P -0.5925 3.1922 -0.5226
C -0.2917 -6.0595 9.8259
H 1.4557 1.2173 6.2345
O 1.7760 -4.5297 10.3590
C -4.0215 2.6908 1.8888
S 5.8206 2.6328 -5.8927
C 4.0253 2.2333 6.0774
H -4.2123 7.4331 -3.5762
H 4.8761 -1.0721 -6.3596
H 0.6899 1.4618 -0.6351
O 1.1824 -8.0414 4.5531
H -7.8774 5.1930 -6.9532
H -4.4974 6.3151 -5.5737
*
```


- Which of these has the lowest E?
  C49H88ClF8N2O21PS7


- Number 3 is which compound?
  C49H88ClF8N2O21PS7


- Among the records above, which one has the highest E?
  C49H65AsBBeN4P2